DFT (ωB97M-V/def2-TZVPD) results for the molecule C3H6N2O3 in a non-equilibrium geometry.

Each line ends with the Mulliken charge.
Cartesian coordinates (Å):
1 H -2.14288 -0.53784 0.79248  0.3515
2 N -0.57861 0.09562 -0.18365  0.3589
3 C -0.74692 1.48471 0.12213  -0.8030
4 C -1.34869 -0.92053 0.19263  0.0130
5 O 1.19800 -0.38744 1.23727  -0.3839
6 H 1.41747 -1.14260 1.93904  0.3273
7 O -1.31408 -2.05661 -0.17928  -0.5405
8 O 0.16773 -0.09024 -1.37120  -0.2904
9 H -0.18228 2.12270 -0.89245  0.2579
10 H -1.86329 1.74974 0.37175  0.2883
11 H 1.91456 -0.62269 -2.07679  0.2599
12 N 2.02411 -0.71483 0.03878  -0.3340
13 C 1.38680 -0.57349 -0.99444  0.2331
14 H 0.06809 1.59350 1.00372  0.2618

Forces on atoms 1 to 2 (eV/Å):
-0.8 0.3 1.3
-1.2 0.9 -2.8

Values from the calculation:
structure (SMILES) = CN(C=O)O/C=N\O
relative energy (zero: lowest compared OMol25 entry of this formula, charge and spin) = 710.4 kJ/mol
net charge = 0
molecular weight = 118.1 g mol⁻¹
highest occupied orbital energy = -9.443 eV
HOMO-LUMO gap = 9.99 eV



DFT (ωB97M-V/def2-TZVPD) results for a structure of composition C29H23CoN6O4S2 in a non-equilibrium geometry.

Each line ends with the Löwdin spin population.
Cartesian coordinates (Å):
1 H 0.48354 3.34068 3.12635  0.0000
2 C -3.62532 -0.32712 1.16068  -0.0005
3 C -2.78721 0.64455 1.84916  -0.0059
4 H -5.60150 -2.73885 -1.01820  0.0000
5 N 1.85791 -1.18633 -0.33249  0.0003
6 C 2.67540 -1.44522 0.66021  0.0001
7 C 2.25115 -1.48773 -1.56499  -0.0001
8 C -1.82350 0.58739 -6.25984  0.0006
9 C 3.54871 4.28959 2.05510  0.0000
10 H -1.34047 -1.23136 -7.32182  0.0000
11 C -5.59644 -1.62418 0.82847  -0.0008
12 H -2.29139 2.21359 -4.95389  0.0016
13 C 3.93990 -2.00318 0.51130  0.0002
14 N 2.20255 -1.11097 1.96217  0.0038
15 H 1.52948 -1.27917 -2.34654  0.0000
16 C 3.49723 -2.03197 -1.83870  0.0003
17 H 4.41189 4.87051 2.35859  0.0000
18 C 1.33522 2.79376 1.25938  0.0001
19 C 3.55659 3.65624 0.82956  0.0000
20 C -1.48243 -0.75978 -6.35680  0.0001
21 C -1.86858 0.45528 -3.81502  0.0086
22 H 4.01989 -0.28194 2.77399  0.0001
23 H 4.56033 -2.22889 1.36778  0.0000
24 O 2.52122 2.31392 -0.78701  0.0001
25 C -1.49357 -0.90098 -3.92805  0.0005
26 H 0.22455 -1.16887 5.66568  0.0001
27 O 0.19170 1.40600 -0.28515  0.0003
28 H -0.68898 -0.04909 4.61944  0.0001
29 O -0.82223 -1.26365 -1.66815  0.0052
30 C -1.23142 -1.81383 -2.74924  0.0007
31 N -0.81255 1.82247 1.74284  -0.0013
32 H 2.43918 4.69051 3.85902  0.0000
33 C -0.13619 -0.98942 4.65384  0.0006
34 C 1.35500 3.44375 2.49420  0.0000
35 H -6.57126 -1.96603 1.15295  0.0000
36 C -5.06492 -2.05627 -0.37504  -0.0006
37 C 3.00872 -0.59112 2.96425  0.0012
38 H 5.32917 -2.72550 -0.95018  0.0000
39 Co -1.32059 0.03666 -0.36976  0.9065
40 C 2.45310 2.90430 0.41290  0.0000
41 H -3.35111 -1.92835 -1.67990  -0.0001
42 N -3.10214 -0.77706 0.00035  -0.0027
43 H -0.79827 -1.79307 4.34005  0.0004
44 H -1.07759 -2.53333 -5.21036  0.0000
45 S -2.24598 1.33945 -2.35264  0.0619
46 C 2.44450 4.18983 2.89964  0.0000
47 H 2.49011 -0.09465 5.04204  0.0001
48 C -1.33101 -1.48076 -5.18808  0.0000
49 C 2.25285 -0.48490 4.06895  0.0007
50 N 0.99108 -0.95192 3.75151  0.0051
51 H -5.25629 -0.36397 2.54822  0.0001
52 N -1.71864 0.96623 1.21538  -0.0076
53 O -1.37787 -3.02993 -2.88768  -0.0014
54 C -4.87145 -0.74041 1.60996  -0.0003
55 S -0.39153 -1.98499 1.66328  0.0124
56 C -3.80955 -1.60566 -0.75698  -0.0010
57 C 0.93435 -1.34880 2.44472  0.0060
58 H -3.03221 1.07880 2.81145  -0.0006
59 H 3.78172 -2.25156 -2.85835  0.0000
60 C 0.17595 1.96026 0.86055  0.0007
61 H 4.40503 3.72564 0.16116  0.0000
62 H -1.94549 1.18693 -7.15597  0.0001
63 C -2.01306 1.16909 -5.02436  0.0043
64 H 1.65962 1.83462 -0.91101  0.0000
65 C 4.35303 -2.28922 -0.77893  0.0000

Forces on atoms 1 to 2 (eV/Å):
0.0 0.0 0.0
0.0 0.1 -0.1

Values from the calculation:
relative energy (zero: lowest compared OMol25 entry of this formula, charge and spin) = 0.0 kJ/mol
net charge = -1
molecular weight = 642.6 g mol⁻¹
spin multiplicity = 2
highest occupied orbital energy (spin up / spin down) = -3.474 / -3.463 eV
HOMO-LUMO gap (spin up / spin down) = 5.66 / 5.65 eV



DFT (ωB97M-V/def2-TZVPD) results for a cluster of 4 separate species, C3H12O4 in total in a non-equilibrium geometry.

Each line ends with the Mulliken charge.
Cartesian coordinates (Å):
1 O 0.10410 1.44126 -0.82871  -0.4730
2 H 1.22023 -0.40890 3.09779  0.2703
3 H 1.35355 0.92666 -2.82095  0.3302
4 H 0.65235 -1.69015 -1.27397  0.3350
5 C 0.62481 0.45179 1.27952  -0.3930
6 H 1.05391 -0.17846 0.59598  0.4717
7 H -1.21720 1.25502 0.97261  0.3802
8 C 0.60756 0.33451 2.58859  -0.7006
9 C -0.25601 1.53725 0.56520  -0.4975
10 H -2.07889 -2.01658 1.28681  0.3046
11 H -0.00389 1.00251 3.20594  0.2153
12 H -0.54931 1.64577 -1.52698  0.2860
13 O -2.03488 -1.12582 1.07789  -0.6002
14 O -0.20741 -2.12193 -0.94377  -0.6218
15 H -1.08732 -1.36238 0.62422  0.3333
16 H 0.00779 2.52244 0.77854  0.3960
17 H -0.69612 -2.02755 -1.69320  0.2905
18 H 1.57240 -0.34559 -3.72671  0.2925
19 O 0.93433 0.16017 -3.25880  -0.6197

Forces on atoms 1 to 2 (eV/Å):
-0.6 -0.5 -0.8
-0.3 0.1 0.0

Values from the calculation:
structure (SMILES) = C=CCO.O.O.O
relative energy (zero: lowest compared OMol25 entry of this formula, charge and spin) = 237.9 kJ/mol
net charge = 0
molecular weight = 112.1 g mol⁻¹
highest occupied orbital energy = -9.442 eV
HOMO-LUMO gap = 9.87 eV



- Which formula does entry 3 have?
  C3H12O4



- Which of these has the lowest net charge?
  C29H23CoN6O4S2